{"formula": "C55H99N3O17", "method": "wB97M-V/def2-TZVPD", "symbols": ["C", "C", "C", "C", "C", "C", "C", "C", "C", "N", "O", "H", "H", "H", "H", "H", "H", "H", "H", "H", "H", "H", "H", "H", "H", "H", "H", "H", "H", "H", "C", "C", "C", "C", "C", "C", "C", "C", "C", "N", "O", "H", "H", "H", "H", "H", "H", "H", "H", "H", "H", "H", "H", "H", "H", "H", "H", "H", "H", "H", "C", "C", "C", "C", "C", "C", "C", "C", "C", "N", "O", "H", "H", "H", "H", "H", "H", "H", "H", "H", "H", "H", "H", "H", "H", "H", "H", "H", "H", "H", "O", "C", "C", "C", "C", "O", "H", "H", "H", "H", "H", "H", "O", "C", "C", "C", "C", "O", "H", "H", "H", "H", "H", "H", "O", "C", "C", "C", "C", "O", "H", "H", "H", "H", "H", "H", "O", "C", "C", "C", "C", "O", "H", "H", "H", "H", "H", "H", "O", "C", "C", "C", "C", "O", "H", "H", "H", "H", "H", "H", "O", "C", "C", "C", "C", "O", "H", "H", "H", "H", "H", "H", "O", "C", "C", "C", "C", "O", "H", "H", "H", "H", "H", "H"], "positions_angstrom": [[-12.047085, -19.294620, -5.143333], [-13.434893, -18.881300, -5.625206], [-14.575858, -19.482236, -4.754878], [-13.586991, -17.378949, -5.631285], [-14.662336, -16.768371, -6.559567], [-14.601733, -17.421925, -7.948490], [-14.460165, -18.958353, -8.005556], [-15.822561, -19.675394, -7.843166], [-13.917885, -19.269548, -9.411088], [-13.460050, -19.356274, -7.028689], [-13.224371, -20.754587, -7.042183], [-11.567158, -18.492807, -4.573830], [-12.127310, -20.264774, -4.654737], [-11.316137, -19.406245, -5.945231], [-14.270435, -19.534761, -3.709875], [-15.442575, -18.820716, -4.791157], [-14.843785, -20.447221, -5.181680], [-13.744063, -17.008917, -4.616335], [-12.666440, -16.929584, -6.024710], [-15.670282, -16.893370, -6.155205], [-14.429134, -15.708879, -6.645499], [-13.794123, -16.914330, -8.482681], [-15.472448, -17.197842, -8.573684], [-16.178807, -19.367539, -6.857270], [-15.684050, -20.752183, -7.885525], [-16.519828, -19.288810, -8.584583], [-14.750782, -19.198174, -10.114442], [-13.508317, -20.278154, -9.472355], [-13.121448, -18.595924, -9.728006], [-12.436821, -20.823400, -7.607927], [-12.117114, -22.137023, -13.827959], [-11.343860, -23.080421, -14.750369], [-10.019057, -23.530120, -14.141922], [-12.134145, -24.401407, -14.870468], [-13.315857, -24.275602, -15.812709], [-12.812094, -23.885896, -17.220074], [-12.163552, -22.481697, -17.145261], [-11.459335, -22.168994, -18.462115], [-13.251365, -21.425902, -16.941565], [-11.140359, -22.538313, -16.093398], [-10.261823, -21.433036, -16.101055], [-13.176614, -22.390311, -13.755571], [-11.742620, -22.178736, -12.805130], [-12.113526, -21.081245, -14.097186], [-9.500980, -24.202758, -14.838361], [-9.304327, -22.725246, -13.952946], [-10.085793, -24.207965, -13.289631], [-11.520454, -25.219090, -15.255060], [-12.546424, -24.705781, -13.904097], [-13.786665, -25.259406, -15.920479], [-14.117428, -23.672824, -15.383312], [-13.765282, -23.808218, -17.752216], [-12.203568, -24.679373, -17.644300], [-12.128535, -22.075408, -19.317782], [-10.684532, -22.899927, -18.704126], [-10.955621, -21.202041, -18.390159], [-12.818664, -20.458190, -16.674991], [-13.845745, -21.707388, -16.069097], [-13.908818, -21.283826, -17.796816], [-9.392766, -21.845850, -16.154667], [-17.353795, -26.627504, -11.640791], [-16.695129, -25.381261, -11.064876], [-17.235619, -24.118292, -11.784178], [-17.149202, -25.211782, -9.614197], [-16.450712, -24.130058, -8.784665], [-14.957513, -24.208255, -8.998085], [-14.409101, -24.443276, -10.427408], [-14.354341, -23.126830, -11.214207], [-12.992955, -24.936832, -10.295882], [-15.232359, -25.472635, -11.110399], [-14.780924, -25.728755, -12.419284], [-17.254638, -27.508230, -10.998767], [-18.423382, -26.437079, -11.721071], [-16.901152, -26.927661, -12.584460], [-16.941769, -23.196101, -11.289835], [-16.908415, -24.039035, -12.829100], [-18.319621, -24.080327, -11.932022], [-18.229571, -25.199676, -9.470711], [-16.819482, -26.149116, -9.134082], [-16.936765, -23.198440, -9.098488], [-16.702605, -24.243899, -7.730520], [-14.597754, -25.112742, -8.490499], [-14.459212, -23.385218, -8.480582], [-14.945305, -22.288560, -10.839613], [-14.571128, -23.303438, -12.269495], [-13.353504, -22.683480, -11.236396], [-12.468134, -25.126465, -11.242008], [-12.866092, -25.879373, -9.760077], [-12.346352, -24.141965, -9.913484], [-14.362238, -26.593672, -12.345902], [-5.844638, -25.002140, -9.919732], [-4.896879, -24.487751, -10.464959], [-4.823559, -23.173715, -11.189982], [-3.299089, -22.968902, -11.337705], [-2.660726, -24.330712, -10.950972], [-3.734910, -25.122769, -10.483050], [-5.229780, -23.333332, -12.189035], [-5.395586, -22.455979, -10.610064], [-3.036196, -22.808113, -12.384225], [-2.912081, -22.127390, -10.772022], [-2.225457, -24.827104, -11.817479], [-1.903617, -24.162685, -10.185391], [-5.722020, -18.779642, -8.869873], [-6.681682, -18.568376, -8.181472], [-7.883282, -19.437792, -7.882135], [-8.718352, -18.631876, -6.892023], [-7.929171, -17.350842, -6.604157], [-6.853628, -17.374763, -7.560655], [-8.430788, -19.554921, -8.823006], [-7.638476, -20.467883, -7.622070], [-9.753012, -18.535426, -7.222104], [-8.875686, -19.171032, -5.951559], [-8.533162, -16.513141, -6.945421], [-7.581182, -17.348561, -5.576672], [-11.034257, -21.324674, -8.767821], [-10.094745, -21.881064, -9.284229], [-9.951924, -22.059637, -10.769940], [-8.747634, -23.018537, -10.830764], [-8.264345, -23.313088, -9.372096], [-9.234517, -22.590284, -8.563943], [-10.811221, -22.673049, -11.035702], [-9.751358, -21.193725, -11.391453], [-9.049797, -24.003976, -11.176753], [-7.893979, -22.561247, -11.325067], [-8.304064, -24.368461, -9.112301], [-7.240991, -23.029134, -9.132402], [-10.063048, -26.667995, -10.565359], [-9.435968, -27.180211, -9.677561], [-9.591190, -26.743718, -8.231235], [-8.637048, -27.653352, -7.482435], [-8.158637, -28.669476, -8.527866], [-8.665456, -28.259949, -9.812979], [-9.290291, -25.699975, -8.312719], [-10.645977, -26.858900, -7.994890], [-7.847891, -27.021056, -7.075667], [-9.106027, -28.191510, -6.660753], [-7.071735, -28.721009, -8.528751], [-8.523826, -29.652237, -8.235393], [-4.900372, -22.396771, -7.899857], [-4.201359, -21.438411, -7.751330], [-4.068781, -20.606960, -6.502423], [-2.883856, -19.691328, -6.696885], [-2.544282, -19.889699, -8.213349], [-3.280148, -21.028484, -8.665583], [-5.013008, -20.068432, -6.417925], [-3.944764, -21.315274, -5.685530], [-3.162369, -18.661482, -6.494801], [-2.017362, -20.007711, -6.120636], [-2.940676, -19.037627, -8.767740], [-1.477400, -19.972367, -8.399353], [-7.646393, -19.833315, -3.401916], [-7.806050, -20.964489, -3.778273], [-9.138012, -21.725046, -3.720539], [-8.880071, -22.885168, -4.709835], [-7.333812, -22.946196, -4.810422], [-6.870081, -21.693040, -4.349098], [-9.291937, -22.092908, -2.707375], [-9.933039, -21.050763, -4.023783], [-9.398913, -23.795621, -4.422857], [-9.211349, -22.610252, -5.712604], [-6.942759, -23.817330, -4.283642], [-7.114611, -23.124174, -5.862274], [-8.814230, -18.929436, -12.234928], [-9.429568, -18.546986, -13.194245], [-8.937241, -17.616567, -14.294297], [-10.061687, -17.701476, -15.317186], [-11.228425, -18.450135, -14.613439], [-10.699195, -18.966527, -13.373298], [-8.733851, -16.606335, -13.944544], [-7.961754, -18.041621, -14.531892], [-10.375567, -16.729603, -15.690138], [-9.739066, -18.312543, -16.159858], [-12.063036, -17.770683, -14.469151], [-11.434708, -19.286252, -15.276127]], "forces_ev_per_a": [[0.472, 0.201, 0.219], [-0.624, -0.468, -0.890], [0.418, 0.326, -0.481], [0.233, 1.226, -0.862], [-0.306, -1.261, 0.048], [-0.130, 0.390, -0.099], [0.196, 0.134, -0.463], [0.620, 1.061, 0.718], [-0.084, -0.348, -0.022], [0.585, 0.593, -0.006], [-0.245, 0.097, -0.220], [-0.384, -0.325, 0.799], [0.335, 0.206, 0.416], [-0.500, -0.176, -0.394], [0.016, -0.275, -0.007], [-0.111, -0.113, -0.058], [-0.011, -0.178, 0.441], [0.165, -0.079, 0.073], [0.245, -0.178, 0.330], [0.029, 0.143, 0.187], [-0.317, 0.102, 0.005], [0.343, -0.483, -0.006], [-0.182, 0.207, 0.308], [-0.382, -0.377, -0.055], [-0.170, -0.051, -0.080], [-0.076, -0.305, -0.118], [0.116, 0.040, -0.143], [-0.172, -0.078, 0.017], [-0.026, 0.099, 0.150], [-0.047, -0.303, 0.187], [-0.423, 0.454, 0.645], [-0.633, -0.626, 0.326], [1.267, -0.192, -0.728], [-0.946, 0.053, -0.308], [0.459, -1.233, -0.380], [-1.729, 1.113, 1.393], [0.185, -0.371, -0.842], [0.649, 0.420, -0.226], [-0.033, 0.202, 1.140], [0.528, -1.308, -0.474], [-0.259, 0.418, 0.419], [0.032, -0.180, -0.170], [0.035, -0.047, -0.081], [0.433, -0.076, -0.269], [-0.138, 0.259, -0.393], [-0.227, 0.111, 0.368], [-0.548, 0.567, 0.403], [0.300, 0.150, 0.112], [0.449, 0.136, 0.223], [0.056, -0.050, 0.147], [0.177, 0.446, -0.318], [0.411, 0.111, -0.766], [0.298, 0.168, -0.004], [-0.290, -0.278, 0.179], [-0.103, -0.128, 0.084], [-0.021, -0.039, 0.044], [0.148, -0.005, -0.237], [-0.219, 0.100, -0.164], [0.072, -0.179, -0.110], [-0.013, 0.077, -0.141], [0.239, -0.411, 0.196], [-0.928, 1.698, -0.219], [-0.059, 0.174, -1.373], [1.216, -1.794, 1.575], [-1.056, 0.300, -1.342], [0.517, -0.974, 0.379], [-0.694, 1.090, -0.354], [0.508, 0.795, -0.689], [1.398, -0.371, -0.709], [-0.109, -0.790, 1.557], [0.089, 0.369, -0.264], [0.188, 0.213, 0.272], [0.018, -0.048, -0.341], [-0.320, 0.321, -0.235], [0.026, -0.059, 0.066], [0.463, -0.141, 0.174], [-0.082, -0.353, 0.639], [-0.064, 0.225, -0.493], [-0.240, -0.095, -0.010], [0.616, 0.382, 0.144], [0.087, -0.100, 0.024], [-0.279, 0.044, 0.362], [0.212, 0.146, -0.428], [-0.487, -0.370, 0.061], [-0.249, 0.045, 0.104], [0.131, -0.318, 0.231], [-0.612, -0.024, -0.305], [-0.211, 0.205, 0.380], [-0.254, -0.141, 0.725], [0.000, 0.067, -0.018], [0.041, 0.401, -0.415], [-1.274, -0.542, 0.600], [0.935, -0.497, -0.036], [0.072, 0.110, -0.751], [-0.283, 1.174, -0.342], [0.928, -0.817, 0.506], [-0.447, 0.132, 0.151], [0.188, 0.318, -0.210], [-0.155, 0.331, 0.034], [-0.081, -0.153, 0.210], [0.092, -0.046, 0.115], [-0.104, -0.467, 0.156], [-0.065, -0.203, 0.108], [-0.294, 0.274, 0.369], [-0.354, -0.061, -0.620], [-0.560, -1.346, 1.093], [-0.912, -0.590, -1.806], [0.937, 0.031, 0.313], [0.126, 0.176, -0.105], [0.296, 0.172, 0.361], [0.213, 0.638, -0.419], [0.380, -0.102, -0.028], [0.108, 0.399, 0.844], [0.239, 0.465, -0.084], [0.282, 0.435, 0.351], [-1.453, 0.242, -0.121], [1.685, -1.752, 0.605], [0.985, -0.618, 0.816], [-0.786, 0.515, -0.473], [0.763, -0.112, 0.557], [-0.345, 0.643, -0.333], [-0.628, 0.340, 0.265], [0.320, 0.214, -0.835], [-0.170, -0.380, -0.626], [-0.269, 0.132, -0.082], [-0.169, 0.534, 0.026], [0.597, -0.142, -0.532], [-1.679, 0.243, 0.162], [0.483, -0.398, -1.025], [-0.114, 0.537, 0.448], [0.415, 0.118, 0.656], [0.520, -0.323, 0.359], [-0.334, 0.009, 0.817], [0.007, 0.251, 0.136], [0.277, -0.402, -0.009], [-0.040, 0.198, 0.083], [0.011, 0.051, -0.481], [-0.211, -0.129, -0.588], [-0.318, -0.049, -0.563], [1.173, 0.174, 0.301], [-0.434, -0.253, 0.005], [0.323, -0.345, -1.033], [-0.936, 1.243, 0.552], [-0.063, -0.612, 0.012], [0.034, -0.045, 0.392], [-0.291, 0.175, 0.176], [0.330, 0.062, 0.076], [-0.134, 0.183, 0.300], [0.178, -0.009, -0.122], [-0.049, -0.459, -0.125], [0.472, -0.231, -0.132], [-1.987, 0.865, 0.713], [0.940, -0.522, -0.736], [-0.152, 0.848, -0.044], [-1.618, -1.393, -0.443], [1.595, -0.448, -0.499], [-0.092, 0.161, 0.077], [-0.102, -0.037, 0.173], [0.314, -0.181, -0.001], [-0.386, 0.032, 0.125], [0.415, 0.476, 0.531], [0.613, 0.519, 0.016], [0.187, 0.075, -0.172], [0.091, 0.058, 1.209], [-0.338, -0.592, 0.500], [0.315, -0.194, -0.334], [1.189, 0.188, -0.724], [-0.217, 0.627, -0.850], [-0.209, -0.073, 0.359], [-0.103, 0.100, -0.608], [0.040, 0.002, -0.008], [-0.046, 0.159, -0.118], [-0.228, -0.340, 0.399], [-0.658, -0.147, 0.398]], "mulliken_charge": [-1.7600, 2.1823, -1.7390, -1.3443, -0.7877, -1.4699, 1.8808, -1.8067, -1.9970, 0.8904, -0.2904, 0.4006, 0.3493, -0.3297, 0.4724, 0.4223, 0.2253, 0.3908, 0.3855, 0.3599, 0.4559, 0.4066, 0.4284, 0.3963, 0.2298, 0.5223, 0.4642, 0.0219, 0.4139, 0.6152, 0.6857, 2.2517, -2.1419, -0.5793, -0.7620, -1.2662, 1.3928, -1.9604, -1.4746, 0.3049, -0.3073, -0.1991, -0.4576, -0.5747, 0.5241, 0.4641, 0.1901, 0.6248, -0.4031, 0.5259, 0.2454, 0.4718, 0.2908, 0.4120, 0.3899, 0.3730, 0.1805, 0.3220, 0.4791, 0.2977, -1.9497, 1.7093, -1.4935, -1.5099, -0.5466, -1.3625, 3.1582, -0.8785, -2.3488, 0.0485, -0.3972, 0.3954, 0.3801, 0.3923, 0.3033, 0.2672, 0.3832, 0.4002, 0.3771, 0.2123, 0.5876, 0.5521, 0.0554, 0.2286, 0.1252, -0.4503, 0.3997, 0.6022, 0.0205, 0.3511, -0.5162, 0.4307, 0.2251, -0.5023, -0.4703, -0.4335, 0.4041, -0.0864, 0.3741, 0.0122, 0.3138, 0.2598, -0.6123, 0.1708, 1.2192, 0.5423, -0.4704, -0.3947, -0.2919, -0.0639, -0.1506, -0.4222, 0.3133, 0.2566, -1.2821, -0.2897, 3.8188, -0.6501, 1.0327, -0.2548, -2.4836, -0.2502, 0.0481, 0.2746, -0.5757, -0.6039, -0.4828, 0.4683, 1.0314, -0.6881, -0.4357, -0.4194, -0.7679, 0.4983, 0.2751, 0.3153, 0.3222, 0.2703, -0.5261, 0.2042, 0.2065, -0.7452, -0.5495, -0.1818, -0.2217, 0.4703, 0.2994, 0.3117, 0.2700, 0.4225, -0.6470, 0.4735, 0.1986, 0.0796, -0.1170, -0.2944, 0.3912, -0.3682, 0.5167, -0.3714, 0.2683, 0.0117, -0.5878, 0.3882, -0.4604, -0.7258, 0.2820, -0.1860, 0.3051, 0.2826, 0.4280, 0.1874, 0.3586, -0.3545], "total_charge": 0, "smiles": "CC1(C)CCCC(C)(C)N1O.CC1(C)CCCC(C)(C)N1O.CC1(C)CCCC(C)(C)N1O.O=C1CCCO1.O=C1CCCO1.O=C1CCCO1.O=C1CCCO1.O=C1CCCO1.O=C1CCCO1.O=C1CCCO1", "spin_multiplicity": 1, "orbital_gap_ha": 0.3027, "molar_mass_g_mol": 1074.40, "largest_force_ev_per_a": 2.7, "total_energy_ha": -3598.33362}